# 1
Entry from the Open Molecules 2025 dataset: a 4-piece molecular cluster, C16H29O11P overall (the ωB97M-V functional and the def2-TZVPD basis).

The value obtained for the electronic energy is -1796.09801 Ha. The value obtained for the relative energy (zero: lowest compared OMol25 entry of this formula, charge and spin) is 1.877 eV. For the gap between HOMO and LUMO, the calculation gives 9.0 eV. The lowest unoccupied orbital energy is 0.0174 Eh. The HOMO energy comes out at -8.56 eV.

The geometry in ORCA input format:
```
! RIJCOSX wB97M-V def2-TZVPD def2/J DEFGRID3
* xyz 0 1
H 0.5330 2.9865 -1.5093
C 0.3877 -4.4863 -2.5324
H 0.6330 1.9094 -2.9058
H -1.9679 3.5521 -1.5940
H 4.6382 0.5334 2.0284
H -1.1178 0.6766 -1.0233
H -4.8800 0.2511 3.7679
H 0.7693 -0.3378 -2.4739
H 7.5806 -0.5948 0.5140
C -1.1152 1.5698 -1.6509
O 5.1971 -1.2143 -0.6242
H 7.3649 0.2952 -0.9997
H -1.6369 2.8729 0.0039
H 2.1908 -0.6310 -1.4552
P -3.7634 2.1673 -0.8137
O -2.3603 -2.5495 -1.1239
H -0.3062 -5.0744 -3.1340
O -2.5648 -0.9348 -2.6807
C -2.4364 3.7707 3.0034
C 1.1864 -0.2154 -1.4692
C -3.6448 1.8532 3.0923
C -2.3800 1.7096 3.9165
O 3.4390 -2.6207 -0.5169
O -3.6553 0.6138 -0.2535
C 7.0372 0.2207 0.0358
O -2.1060 4.8743 2.7138
C -4.9141 1.3396 3.7121
H 5.6797 -0.9193 2.0699
H 7.2826 1.1549 0.5420
H 4.9990 0.8088 -0.3542
H -3.2436 0.0113 -0.8978
H -5.7709 1.6250 3.1041
C 5.5542 -0.0161 0.1011
H -1.5591 1.2953 -2.6087
H 1.1649 -4.0888 -3.1826
H -1.3797 -3.9730 0.0091
H -2.5799 1.8451 4.9832
C -1.5652 -3.7426 -1.0355
C 4.1029 -1.7522 -0.0457
H 0.8598 -5.1358 -1.7949
C -2.0009 -1.8941 -2.2469
H -4.0226 1.8983 -2.1845
O -0.9035 -2.4460 -2.7915
C 0.3573 1.9638 -1.8449
H -3.4964 1.4243 2.0971
H -2.1146 -4.5584 -1.5113
H 0.5816 -0.7965 -0.7639
H 0.3599 -2.7871 -1.2112
O 1.2451 1.1484 -1.0953
O 3.8559 -1.1578 1.1420
C -0.3289 -3.3667 -1.8323
H -5.0486 1.7446 4.7160
C -1.9948 2.6299 -1.0024
O -3.6943 3.2884 2.9344
O -1.5896 2.8096 3.4553
H -1.8381 0.7823 3.7523
C 4.9796 -0.3327 1.4694
*
```

Results of the Löwdin charge analysis, in e, for atoms 1 through 8: 0.12 -0.01 0.12 0.08 0.14 0.09 0.09 0.10

***

# 2
Entry from the Open Molecules 2025 dataset: C16H30BBrN2O12Sr as an isolated structure (the ωB97M-V functional and the def2-TZVPD basis).

The value obtained for the electronic energy is -4269.96684 Ha. The value obtained for the relative energy (zero: lowest compared OMol25 entry of this formula, charge and spin) is 0.623 eV. For the gap between HOMO and LUMO, the calculation gives 8.8 eV. The lowest unoccupied orbital energy is -0.0004 Eh. The HOMO energy comes out at -8.84 eV.

The geometry in ORCA input format:
```
! RIJCOSX wB97M-V def2-TZVPD def2/J DEFGRID3
* xyz 0 1
O -37.9849 27.3707 24.5728
C -35.7520 29.9972 23.9852
O -34.2495 26.1409 24.0863
H -35.3186 30.1095 28.3850
C -35.4145 30.8406 25.1834
O -40.2582 25.8362 25.5778
O -41.4325 27.3222 24.3583
O -41.5807 29.6743 23.7472
N -36.4845 26.6004 28.1570
N -34.8315 28.8765 23.9186
O -36.5821 25.1083 25.8583
H -37.6797 23.9542 27.1835
H -36.9194 24.9221 23.8112
H -35.1987 25.0424 28.5172
C -39.1234 27.4859 24.2092
O -39.5850 28.3413 23.3500
H -36.0115 23.4659 26.9971
H -35.9454 31.5570 27.6404
C -42.3321 30.1738 22.7651
O -42.9045 31.2142 22.8004
H -34.9716 28.5283 21.8239
H -34.4416 31.3377 25.0792
H -33.3575 24.8301 25.3924
H -35.6630 30.6664 23.1113
H -38.4738 26.2786 27.4558
H -38.4217 26.4731 29.1209
C -38.5389 30.0789 26.4794
H -36.7894 29.6724 23.8772
C -42.4048 29.1097 21.6652
C -37.1582 24.4309 24.7499
H -38.2246 30.8582 27.1790
H -36.7577 24.7959 29.2272
C -34.1892 26.7801 22.8173
C -36.6655 24.3415 27.0483
H -36.7423 23.4200 24.7142
O -37.9154 28.8712 26.8447
C -40.3434 26.7553 24.8104
C -37.9363 26.8588 28.2127
O -35.4526 30.0210 26.3395
C -35.2049 30.7595 27.5173
O -42.9724 29.2208 20.6213
C -35.1262 28.0060 22.7746
C -33.2011 25.1857 24.3805
H -33.1576 27.0901 22.6127
O -41.6680 28.0914 22.0401
H -34.5036 26.0286 22.0853
H -39.4404 28.4053 28.1178
H -36.0586 27.0795 28.9470
H -37.9315 28.8931 28.9210
H -36.1252 31.6711 25.2819
H -36.1184 27.5570 22.6943
C -38.3515 28.3209 28.0834
B -41.0781 28.3565 23.3560
H -33.9190 29.2762 23.7148
Br -33.0019 27.6520 27.4661
C -36.2684 25.1330 28.3106
Sr -35.5594 27.4349 25.9644
H -39.6336 30.0417 26.4483
H -34.1807 31.1381 27.5242
H -38.2421 24.3746 24.8583
H -32.2439 25.6842 24.2486
H -38.2722 30.3393 25.4572
H -33.3942 24.3812 23.6659
*
```

Results of the Löwdin charge analysis, in e, for atoms 1 through 8: 0.06 -0.21 -0.35 0.08 -0.21 0.14 0.26 0.22

***

# 3
Entry from the Open Molecules 2025 dataset: a 8-piece molecular cluster, C16H30ClO19 overall (the ωB97M-V functional and the def2-TZVPD basis).

The value obtained for the electronic energy is -2517.18672 Ha. The value obtained for the relative energy (zero: lowest compared OMol25 entry of this formula, charge and spin) is 2.495 eV. For the gap between HOMO and LUMO, the calculation gives 9.7 eV. The lowest unoccupied orbital energy is 0.0796 Eh. The HOMO energy comes out at -7.58 eV.

The geometry in ORCA input format:
```
! RIJCOSX wB97M-V def2-TZVPD def2/J DEFGRID3
* xyz -1 1
C -14.6727 8.2379 -24.1391
C -21.8352 8.7288 -31.8003
H -19.7336 7.4855 -23.1337
O -18.2753 12.4440 -27.3445
H -15.4653 10.2965 -29.8878
H -22.3172 5.7874 -26.5373
H -15.5029 7.5016 -31.3324
H -22.4680 7.8619 -31.9904
O -22.4805 12.0753 -31.5548
H -20.5451 5.3060 -31.2437
C -22.6767 6.7348 -26.9389
C -21.3539 4.0438 -29.5994
H -20.9132 8.5419 -32.3508
C -21.5645 8.9873 -30.3692
H -22.3968 8.6506 -29.7511
C -19.3599 9.1548 -24.0789
O -22.3707 9.9232 -32.2846
H -15.0380 8.1363 -25.1610
H -14.4873 10.1769 -24.8406
C -14.0883 9.6225 -23.9912
O -15.7295 8.1148 -23.2060
H -15.1650 8.7688 -29.1694
O -19.9234 10.1777 -23.1881
H -22.5257 6.8291 -28.0142
H -14.0310 7.4294 -23.7889
O -22.4174 5.8680 -30.6026
O -18.8087 9.5589 -27.8741
C -15.1987 9.2694 -30.1370
O -18.3181 7.6163 -29.0272
H -18.3280 8.8418 -23.9197
C -15.8675 8.5287 -31.3493
H -24.3774 8.8792 -26.3137
C -22.0797 10.8714 -31.4187
C -15.5528 9.0987 -22.2527
O -21.4432 8.6742 -23.4707
H -24.0724 6.8966 -25.4831
H -20.6715 6.1246 -29.6341
H -16.9224 8.7003 -31.1355
H -15.6551 9.0641 -32.2747
O -19.1387 7.3882 -26.8065
O -14.6341 9.8870 -22.7311
O -24.5460 5.2829 -29.9845
O -16.2636 9.3117 -21.2586
H -13.0102 9.5135 -24.1089
H -13.3409 9.5747 -29.7910
O -13.8792 9.4883 -30.5812
H -18.3070 11.5028 -27.5157
H -20.9718 4.1559 -28.5847
Cl -18.3572 8.2286 -27.7418
H -18.6604 12.8429 -28.1248
H -20.8966 3.2449 -30.1830
C -24.0888 6.9665 -26.5707
H -20.5338 7.4423 -24.7469
C -23.3769 5.0492 -30.0739
O -24.5437 8.2547 -27.0236
O -17.0481 8.2499 -27.2207
O -22.7513 4.0586 -29.4263
C -20.2750 8.0589 -23.8861
H -22.0461 7.5304 -26.5421
C -21.0922 5.3742 -30.3034
C -21.1910 9.8273 -22.8753
O -21.5257 10.3623 -30.3613
H -20.6372 8.5526 -29.9961
O -21.8448 10.3743 -22.0232
H -19.4314 9.4055 -25.1373
H -24.7318 6.2576 -27.0925
*
```

Results of the Löwdin charge analysis, in e, for atoms 1 through 8: -0.14 -0.14 0.14 -0.06 0.11 0.09 0.07 0.13

***

# 4
Entry from the Open Molecules 2025 dataset: C16H30CoN2O3P2 as an isolated structure (the ωB97M-V functional and the def2-TZVPD basis).

The value obtained for the electronic energy is -3027.96647 Ha. The value obtained for the relative energy (zero: lowest compared OMol25 entry of this formula, charge and spin) is 2.567 eV. For the gap between HOMO and LUMO (alpha / beta), the calculation gives 4.1 / 7.5 eV. The lowest unoccupied orbital energy (alpha / beta) is 0.0132 / -0.0072 Eh. The HOMO energy (alpha / beta) comes out at -3.75 / -7.68 eV. As for the expectation value of S²: 8.809.

The geometry in ORCA input format:
```
! RIJCOSX wB97M-V def2-TZVPD def2/J DEFGRID3
* xyz 0 6
H -0.5332 3.3591 -2.2010
C 1.1688 -1.4412 4.9908
C 0.9474 -0.9321 -2.7250
C -3.2808 -0.8011 1.0887
H -2.9850 -1.8628 1.1641
H -2.3699 2.1112 -1.3487
H -3.0661 -1.9367 -1.4849
H -3.4624 -0.4134 -2.3162
C 2.1773 -0.1872 -2.1872
H 2.6925 0.1430 5.0061
C 1.8083 -0.2813 4.5402
H 1.6357 1.3170 3.0498
O -0.3168 2.4381 -2.3760
H -0.3541 1.1255 -0.5448
H 3.1463 -1.7188 1.5904
H -0.4700 -2.8258 4.6143
H 3.1083 -0.6676 -2.6172
C -0.2917 -1.4972 -4.7147
C -2.6688 -0.9548 -1.7859
C -2.9621 1.6434 -0.5533
H -3.0459 -0.2708 2.0280
H -4.0172 1.5406 -0.8183
P -2.4056 -0.0271 -0.2595
C 0.0531 -1.9143 4.3184
H -0.3678 -1.7402 -5.7760
N 0.2345 -0.1768 2.7511
C 1.2583 0.3822 3.4404
H 2.7553 -2.8002 0.2137
O -0.2105 0.4477 1.6419
H 3.8945 1.0816 0.1137
H 0.9747 -1.0637 0.2745
H -4.3441 -0.6998 0.8217
H 2.5880 1.1908 1.3294
C 2.8104 1.0550 0.2671
C 3.1909 -1.8210 0.4819
H 1.5568 -1.9704 5.8652
H 0.7673 2.3682 -2.9006
C -0.4061 -1.2965 3.1642
O 1.8138 1.8800 -2.9793
H 2.2888 2.2791 -3.7160
C -1.3890 -1.0849 -2.6032
H -2.4513 -1.5627 -4.3552
H -1.2513 -1.6447 2.5716
C 0.9247 -1.3081 -4.0724
H 4.2479 -1.7922 0.1679
N -0.2023 -0.9393 -1.9712
H 2.1140 0.8912 -2.6021
H 1.8516 -1.3045 -4.6473
P 2.2555 -0.5133 -0.3825
H 0.0755 1.9373 -1.4464
Co -0.2919 -0.2308 -0.1400
H -2.8523 2.2181 0.3707
C -1.4535 -1.3821 -3.9581
H 2.3384 1.8249 -0.3530
*
```

Results of the Löwdin charge analysis, in e, for atoms 1 through 8: 0.09 -0.16 -0.34 -0.25 0.06 0.03 0.09 0.09